Entry 1:
A structure of composition C22H17ClIrO4PS5, computed with wB97M-V/def2-TZVPD.

```
51
Properties=species:S:1:pos:R:3:nbo_charge:R:1
H 5.81 0.47 1.55 0.22
C 2.54 1.36 1.60 -0.14
H -3.25 -3.13 -3.41 0.24
H 2.79 3.20 -3.33 0.22
H 1.87 2.05 2.09 0.22
C -1.87 3.84 0.97 -0.20
C 0.58 1.25 -1.64 -0.43
C -0.25 -3.54 1.73 -0.43
S -2.65 -3.27 -1.13 2.37
O -1.22 -3.15 -1.56 -1.01
C -1.90 3.82 2.36 -0.19
H 1.08 2.94 -5.10 0.22
C 2.05 0.49 0.63 -0.42
Cl -1.83 0.24 -2.39 0.06
H 2.59 -1.01 -0.83 0.23
H 4.25 2.02 2.69 0.22
Ir -0.80 -1.38 -0.14 0.49
H 4.96 -1.04 -0.21 0.22
C -1.17 2.87 0.27 -0.21
H -3.50 -4.77 -2.71 0.25
C -1.29 -2.91 2.29 -0.43
O -2.03 -6.46 3.33 -0.55
H -2.39 4.62 0.43 0.22
C 3.89 1.34 1.93 -0.21
C -3.61 -3.70 -2.55 -0.89
H -1.16 2.90 -0.81 0.22
C 4.76 0.48 1.29 -0.19
O -3.05 -1.90 -0.73 -1.01
H 0.01 1.08 2.90 0.24
S -2.45 -3.87 3.16 0.37
C 0.94 2.47 -4.14 -0.18
C 2.94 -0.37 -0.03 -0.17
O -2.88 -4.28 -0.14 -0.95
C -0.20 1.72 -3.89 -0.23
H 2.47 2.15 -1.15 0.22
H -4.64 -3.46 -2.33 0.25
C 4.28 -0.37 0.30 -0.21
S -0.15 -5.26 1.91 0.36
H -2.44 4.57 2.90 0.22
C 1.71 2.02 -1.91 -0.12
C -0.37 1.13 -2.65 -0.02
H -0.96 1.60 -4.65 0.24
S 0.89 -2.62 0.76 0.06
H -1.23 2.80 4.13 0.22
C -0.52 1.85 2.35 -0.21
C -0.49 1.86 0.95 -0.32
C -1.21 2.82 3.04 -0.21
P 0.34 0.52 0.04 1.24
S -1.51 -1.18 2.03 0.08
C -1.61 -5.42 2.93 0.21
C 1.90 2.62 -3.14 -0.22
```

The value obtained for the HOMO energy is -7.2 eV. As for the spin multiplicity: 1.

Entry 2:
A structure of composition C22H17N3O7PdS3Sb, computed with wB97M-V/def2-TZVPD.

```
54
Properties=species:S:1:pos:R:3:nbo_charge:R:1
N -2.92 3.63 1.54 -0.51
H -3.73 4.67 -2.11 0.21
C 0.29 4.91 2.92 -0.28
C -0.86 4.85 2.14 0.38
H 1.03 3.29 -1.78 0.24
C 1.60 -2.66 -3.50 -0.10
H 1.05 -0.26 -4.03 0.13
C -1.74 3.77 2.32 0.06
H 0.99 5.72 2.78 0.23
Pd 0.10 0.58 -0.04 1.11
H -0.26 7.47 1.94 0.18
N 2.15 1.06 0.15 -0.87
H -2.20 2.03 3.45 0.21
C 0.54 3.95 3.88 -0.17
H -2.22 5.05 -4.00 0.22
C -1.85 4.59 -3.09 -0.28
H -4.17 3.80 -0.03 0.20
O 2.77 -5.97 -3.87 -0.39
C 0.77 -0.46 -2.99 0.46
O -1.19 5.76 1.21 -0.51
C -3.12 3.74 0.23 0.23
Sb -2.29 -0.47 1.61 0.82
S -2.43 -2.76 1.31 -0.23
H 1.82 -5.50 -1.71 0.25
O 2.74 -4.35 -5.30 -0.40
O -0.43 2.72 0.28 -0.73
O 0.09 -1.61 -0.36 -0.76
H -0.74 7.45 0.23 0.21
H 1.84 -2.28 -4.49 0.24
C 1.88 -3.96 -3.19 -0.01
C -0.48 4.21 -2.98 -0.14
H 1.45 4.01 4.47 0.23
C -1.49 2.84 3.32 -0.20
S 0.01 -0.12 2.30 -0.12
C -2.21 3.82 -0.82 -0.29
C 1.00 -1.82 -2.56 -0.32
C 2.68 2.10 0.42 0.75
C 0.00 3.61 -1.86 -0.25
C -0.35 2.91 4.10 -0.24
C -0.85 3.34 -0.74 0.45
O 0.29 0.47 -2.35 -0.61
H 0.69 6.54 0.75 0.19
S -2.38 0.28 -0.69 -0.20
C 0.67 -2.31 -1.26 0.47
H -0.16 2.16 4.84 0.22
C -0.31 6.86 1.03 -0.26
N 2.51 -4.82 -4.19 0.52
H 0.18 4.39 -3.81 0.22
O 3.23 3.13 0.68 -0.64
C -2.69 4.38 -2.05 -0.13
C 1.58 -4.47 -1.92 -0.14
C 0.99 -3.67 -0.99 -0.30
H 0.74 -4.05 0.00 0.23
H -3.75 3.44 2.08 0.41
```

The expectation value of S² is 8.780. The value obtained for the HOMO energy (spin up / spin down) is -8.1 / -8.3 eV. As for the spin multiplicity: 6.

Entry 3:
A structure of composition C22H18AsN2O8S2Tc in a non-equilibrium geometry, computed with wB97M-V/def2-TZVPD.

```
54
Properties=species:S:1:pos:R:3:nbo_charge:R:1
O -1.67 3.94 -0.22 -0.71
O -2.02 2.60 -2.12 -0.89
C -3.16 -2.72 -1.67 -0.10
Tc -1.08 0.96 -1.35 1.48
O -1.18 1.10 0.43 -0.81
C 3.47 -2.73 1.49 0.04
C -4.53 -2.39 -1.55 -0.05
H 0.93 6.06 3.81 0.24
C -0.28 6.43 2.07 -0.15
S 1.53 -0.66 -2.04 2.31
H 1.64 1.85 -0.08 0.54
H -0.91 -5.22 -2.08 0.24
H 0.57 -1.17 0.69 0.22
C 2.19 -2.20 1.63 -0.20
H 4.75 -2.62 3.20 0.24
C -0.95 5.86 1.00 -0.26
N -2.64 -0.37 -1.48 -0.45
H -5.95 -0.79 -1.33 0.25
H 0.66 -3.34 -2.06 0.26
O 1.88 0.73 -2.04 -0.94
C -4.91 -1.07 -1.42 -0.26
H 4.84 -4.16 2.34 0.23
S -0.98 3.66 -1.67 1.82
H 0.98 3.62 3.48 0.25
C 4.16 -3.37 2.66 -0.64
O 1.55 1.46 0.81 -1.01
C 0.45 4.25 2.77 -0.15
H -3.34 -4.87 -1.86 0.24
O 0.19 2.76 -1.34 -0.95
O 1.74 -1.45 -3.21 -0.91
C 4.11 -2.64 0.26 -0.21
O -0.08 0.96 2.97 -1.05
C -0.91 4.50 0.81 0.35
H -5.27 -3.17 -1.58 0.24
As 0.05 1.78 1.60 2.41
C -3.93 -0.08 -1.39 0.12
C -1.31 -4.22 -1.95 -0.18
H 3.99 -1.97 -1.78 0.24
C 1.56 -1.58 0.56 -0.19
C -2.66 -4.03 -1.83 -0.17
H 5.10 -3.06 0.13 0.23
C -0.87 -1.87 -1.77 0.09
C -0.40 -3.14 -1.93 -0.16
C 0.42 5.62 2.96 -0.20
C -0.20 3.68 1.69 -0.51
H 1.67 -2.26 2.58 0.23
H -4.18 0.97 -1.27 0.23
H -1.52 6.47 0.31 0.24
N -0.13 -0.65 -1.71 -0.76
C 3.49 -2.03 -0.82 -0.18
C 2.22 -1.49 -0.65 -0.32
C -2.25 -1.66 -1.63 0.21
H -0.31 7.50 2.22 0.24
H 3.44 -3.79 3.37 0.23
```

The expectation value of S² is 0.757. The total charge is +1. The value obtained for the HOMO energy (spin up / spin down) is -11.9 / -11.9 eV. As for the spin multiplicity: 2.

Entry 4:
A structure of composition C22H18Cl2IrN6S4, computed with wB97M-V/def2-TZVPD.

```
53
Properties=species:S:1:pos:R:3:nbo_charge:R:1
H 1.63 2.21 -2.30 0.24
H -2.07 2.68 -7.57 0.24
C -2.21 2.69 -5.43 -0.18
H 6.43 -0.77 3.95 0.25
Cl -4.61 -0.84 3.04 0.09
C 5.47 -1.16 3.66 -0.18
H -1.51 -1.10 -5.65 0.24
N -2.55 0.08 -2.17 -0.22
C 1.35 -0.04 0.21 -0.17
C -1.99 2.09 -6.67 -0.13
C 2.99 -2.21 2.91 -0.23
C 1.87 0.60 -0.90 -0.22
H -1.58 0.26 -7.71 0.25
N 0.84 -1.31 5.02 -0.05
H 6.20 -2.02 1.83 0.24
C 3.14 -1.50 4.09 0.13
H -2.30 2.40 -3.30 0.24
H -2.45 3.75 -5.38 0.24
N 0.53 -0.56 2.77 -0.16
S -1.62 -1.09 4.23 0.33
Cl -4.30 2.11 3.29 0.06
C -1.63 -0.03 -5.59 -0.20
H 1.85 -0.89 0.65 0.23
H -0.45 3.04 -1.26 0.23
N -0.37 -0.22 1.94 -0.20
C -2.13 1.95 -4.27 -0.21
N 2.09 -1.37 5.06 -0.20
C 1.22 1.70 -1.44 -0.19
C 5.34 -1.87 2.47 -0.16
H -6.19 0.87 2.65 0.25
H 4.01 -2.98 1.20 0.23
S -3.34 -0.67 0.25 0.01
N -1.69 -0.15 -3.17 -0.14
C 4.10 -2.40 2.11 -0.19
C 0.17 0.43 0.77 0.06
C -0.49 1.52 0.24 -0.22
H 4.47 -0.46 5.42 0.23
C -2.32 -0.73 -1.16 -0.14
H -1.41 1.88 0.70 0.24
S 0.58 -1.43 -3.91 0.32
C 4.37 -0.99 4.48 -0.22
C -5.40 0.78 3.40 -0.37
H 2.43 -1.44 6.02 0.42
H -5.79 0.68 4.40 0.25
Ir -2.32 -0.54 2.27 0.39
H 2.80 0.25 -1.34 0.24
H 2.05 -2.66 2.64 0.23
C 0.08 -1.06 3.94 -0.04
C -1.81 0.60 -4.36 0.18
C -0.75 -1.11 -2.96 -0.23
S -1.08 -1.88 -1.46 0.59
C -1.71 0.73 -6.75 -0.20
C 0.04 2.16 -0.86 -0.19
```

The expectation value of S² is 0.776. The total charge is +2. The value obtained for the HOMO energy (spin up / spin down) is -13.7 / -13.7 eV. As for the spin multiplicity: 2.

Number 1: DFT total energy -110107.2851 eV. Number 2: DFT total energy -84409.2465 eV. Number 3: DFT total energy -127167.7530 eV. Number 4: DFT total energy -103253.4915 eV.